Density functional theory data (wB97M-V/def2-TZVPD) for 10 unconnected molecules or ions with the total composition C44H50N10.

The calculation puts the HOMO energy at -7.90 eV. As for the electronic energy: -2254.07361 a.u. The structure (SMILES) is c1cc[nH]c1.c1cc[nH]c1.c1cc[nH]c1.c1cc[nH]c1.c1cc[nH]c1.c1cc[nH]c1.c1ccncc1.c1ccncc1.c1ccncc1.c1ccncc1. The largest force on an atom comes out at 4.758 eV Å⁻¹.

The geometry in ORCA input format:
```
! RIJCOSX wB97M-V def2-TZVPD def2/J DEFGRID3
* xyz 0 1
N 3.5429 4.3531 3.1293
C 2.2131 4.7165 3.0143
C 1.6249 3.7381 2.2555
C 2.6100 2.8315 1.7980
C 3.8140 3.2591 2.3865
H 4.2119 4.9485 3.5963
H 1.8755 5.6250 3.4909
H 0.5984 3.6315 1.9373
H 2.4378 1.9086 1.2641
H 4.8180 2.8612 2.3859
N 4.3927 1.5744 -2.4915
C 3.9183 1.0642 -1.3093
C 3.7169 -0.2997 -1.3472
C 4.0356 -0.6566 -2.6872
C 4.4305 0.5281 -3.3770
H 4.6511 2.5366 -2.6572
H 3.7946 1.6924 -0.4395
H 3.3577 -0.8892 -0.5166
H 3.9290 -1.6256 -3.1521
H 4.6036 0.7320 -4.4233
N 0.0303 2.6975 -4.2175
C 1.3521 2.7518 -4.4411
C 1.4962 3.4672 -5.5957
C 0.2727 3.8070 -6.1416
C -0.6665 3.2683 -5.3084
H -0.3036 2.0733 -3.4971
H 2.0729 2.2675 -3.7990
H 2.4641 3.7208 -6.0022
H 0.1283 4.4391 -7.0054
H -1.7429 3.1874 -5.3437
N -0.2932 -4.3013 1.0566
C 0.2143 -5.3451 1.7470
C -0.0451 -5.2513 3.0878
C -0.6234 -3.9813 3.2245
C -0.8106 -3.3920 1.9483
H -0.3614 -4.2646 0.0496
H 0.7184 -6.1594 1.2478
H 0.0590 -6.0144 3.8449
H -0.9002 -3.5024 4.1521
H -1.3710 -2.5342 1.6070
N -3.2147 0.9864 3.8084
C -3.2260 -0.2906 4.0259
C -1.9731 -0.6596 4.4690
C -1.2223 0.5017 4.4996
C -1.9974 1.5748 4.0746
H -3.9312 1.4783 3.2938
H -4.0727 -0.9149 3.7813
H -1.6265 -1.6520 4.7168
H -0.1910 0.4922 4.8201
H -1.6587 2.5821 3.8822
N -0.2144 -2.6201 -1.5378
C 1.1330 -2.7751 -1.6466
C 1.3831 -4.0021 -2.0714
C 0.1566 -4.7150 -2.1570
C -0.8135 -3.7698 -1.9351
H -0.6927 -1.7359 -1.4398
H 1.7029 -1.8801 -1.4453
H 2.3658 -4.3574 -2.3441
H -0.1665 -5.6845 -2.5063
H -1.8872 -3.8413 -2.0268
N -1.0572 4.5136 -0.5528
C -1.2924 5.6493 -1.2807
C -2.5333 5.9404 -1.7972
C -3.5666 5.0157 -1.6553
C -3.3150 3.8437 -0.9206
C -2.0343 3.6141 -0.4069
H -0.5129 6.3791 -1.4427
H -2.7679 6.8781 -2.2790
H -4.5498 5.2520 -2.0346
H -4.0814 3.0856 -0.9864
H -1.8208 2.7164 0.1543
N 4.5599 -3.0018 1.1725
C 5.1280 -1.8511 1.6898
C 4.4181 -0.8689 2.3927
C 3.0548 -1.0319 2.4971
C 2.4270 -2.1496 1.8613
C 3.2002 -3.0994 1.1650
H 6.2037 -1.8864 1.6002
H 4.9354 0.0034 2.7640
H 2.5482 -0.2653 3.0647
H 1.3479 -2.1901 1.8792
H 2.7249 -3.8924 0.6067
N -5.0220 -1.9095 1.2378
C -5.6057 -1.6563 0.0473
C -5.4936 -2.4382 -1.0864
C -4.8487 -3.6626 -0.9070
C -4.2382 -4.0018 0.3190
C -4.3814 -3.0955 1.3776
H -6.1756 -0.7431 -0.0391
H -6.0307 -2.1842 -1.9883
H -4.8417 -4.2430 -1.8178
H -3.8089 -4.9883 0.4127
H -3.9741 -3.2635 2.3637
N -1.0487 0.4335 -1.8641
C 0.1909 0.4916 -1.2949
C 0.4663 0.2647 0.0654
C -0.6277 -0.0500 0.8806
C -1.9325 -0.2125 0.3284
C -2.0601 0.0863 -1.0483
H 1.0070 0.7031 -1.9699
H 1.4513 0.4483 0.4686
H -0.4360 -0.2896 1.9161
H -2.7435 -0.5147 0.9744
H -2.9836 -0.0097 -1.6000
*
```

Atom charges from the Mulliken analysis, given in e for atoms 1 to 8:
1. N -0.0122
2. C -0.8085
3. C -0.9408
4. C 0.9120
5. C -0.7799
6. H 0.1976
7. H 0.4133
8. H 0.5654

=====

Density functional theory data (wB97M-V/def2-TZVPD) for 9 unconnected molecules or ions with the total composition C44H51BrN9O4P3S.

The calculation puts the HOMO energy at -8.08 eV. As for the electronic energy: -6497.37292 a.u. The structure (SMILES) is O=P(O)(O)Pc1cccc2c1Sc1cccc(P(O)Br)c1N2.c1cc[nH]c1.c1cc[nH]c1.c1cc[nH]c1.c1cc[nH]c1.c1cc[nH]c1.c1cc[nH]c1.c1cc[nH]c1.c1cc[nH]c1. The largest force on an atom comes out at 1.158 eV Å⁻¹.

The geometry in ORCA input format:
```
! RIJCOSX wB97M-V def2-TZVPD def2/J DEFGRID3
* xyz 0 1
O 4.4095 -5.2359 0.5298
P 3.1629 -5.1646 -0.2412
O 2.1568 -4.0447 0.2984
O 2.3183 -6.5175 -0.1742
P 3.3363 -4.6805 -2.3734
C 3.3257 -2.8714 -2.2562
C 4.5112 -2.1385 -2.1527
C 4.4451 -0.7601 -2.0481
C 3.2190 -0.1151 -2.0284
C 2.0300 -0.8339 -2.1196
C 2.0823 -2.2198 -2.2485
S 0.5948 -3.1660 -2.3885
C -0.5164 -1.9245 -3.0019
C -1.6375 -2.3536 -3.7094
C -2.5922 -1.4452 -4.1445
C -2.4152 -0.0979 -3.8649
C -1.2917 0.3487 -3.1745
P -1.3214 2.1217 -2.8159
O -1.0696 2.1823 -1.1994
Br 0.6600 2.7845 -3.6703
C -0.3055 -0.5713 -2.7627
N 0.8179 -0.1080 -2.0632
H 2.4668 -3.8204 1.1873
H 1.4571 -6.4027 -0.5985
H 4.6795 -4.9853 -2.6400
H 5.4532 -2.6541 -2.1399
H 5.3506 -0.1865 -1.9646
H 3.2057 0.9593 -1.9405
H -1.7611 -3.4051 -3.8920
H -3.4531 -1.7981 -4.6773
H -3.1633 0.6175 -4.1642
H -0.3422 1.6206 -0.8954
H 1.0220 0.8493 -2.3152
N -1.6059 -0.7740 0.4044
C -2.7446 -0.4734 1.0994
C -3.1370 -1.6069 1.7586
C -2.1955 -2.6264 1.4495
C -1.2634 -2.0801 0.6079
H -1.0961 -0.1388 -0.1768
H -3.1748 0.5129 1.0645
H -4.0035 -1.6943 2.3912
H -2.2052 -3.6446 1.8002
H -0.3935 -2.5072 0.1385
N 8.5632 -2.3098 1.5748
C 7.8303 -1.2931 1.0207
C 6.5341 -1.7241 0.9166
C 6.4824 -3.0530 1.4211
C 7.7484 -3.3829 1.8202
H 9.5470 -2.2802 1.7675
H 8.2888 -0.3568 0.7503
H 5.7135 -1.1527 0.5165
H 5.6203 -3.6964 1.4737
H 8.1390 -4.2875 2.2527
N 11.3504 -0.1311 0.1426
C 11.1202 0.1643 1.4602
C 12.0520 1.0853 1.8547
C 12.8777 1.3574 0.7303
C 12.4201 0.5919 -0.3085
H 10.8173 -0.7789 -0.4080
H 10.3149 -0.2968 2.0028
H 12.1324 1.5177 2.8374
H 13.7111 2.0377 0.6899
H 12.7612 0.5022 -1.3251
N -3.8209 4.7912 -1.8143
C -4.3078 5.8364 -2.5482
C -5.4563 6.2749 -1.9487
C -5.6710 5.4634 -0.8027
C -4.6427 4.5559 -0.7467
H -2.9868 4.2751 -2.0295
H -3.7964 6.1787 -3.4310
H -6.0735 7.0892 -2.2888
H -6.4847 5.5454 -0.1010
H -4.4243 3.7710 -0.0421
N -8.1597 3.6448 1.3767
C -8.4138 4.0377 2.6622
C -9.7129 3.7145 2.9493
C -10.2623 3.0995 1.7904
C -9.2788 3.0721 0.8380
H -7.2849 3.7611 0.8996
H -7.6530 4.5105 3.2589
H -10.2138 3.8961 3.8850
H -11.2638 2.7222 1.6709
H -9.2794 2.6971 -0.1707
N -6.4124 -1.7645 4.1801
C -6.8773 -0.7654 3.3675
C -8.0447 -0.2964 3.9041
C -8.2941 -1.0424 5.0888
C -7.2699 -1.9394 5.2315
H -5.5723 -2.2895 4.0279
H -6.3392 -0.4740 2.4816
H -8.6507 0.4936 3.4954
H -9.1299 -0.9312 5.7587
H -7.0782 -2.6814 5.9871
N 4.7633 -8.2042 -1.3104
C 4.3880 -8.3387 -2.6201
C 5.5067 -8.6584 -3.3444
C 6.5962 -8.7226 -2.4345
C 6.1036 -8.4376 -1.1892
H 4.1489 -7.9664 -0.5523
H 3.3654 -8.1955 -2.9259
H 5.5398 -8.8298 -4.4072
H 7.6222 -8.9511 -2.6683
H 6.5906 -8.3780 -0.2317
N -5.2172 10.6049 1.9272
C -4.5376 10.0032 0.9019
C -5.1541 8.8113 0.6316
C -6.2497 8.6901 1.5303
C -6.2611 9.8111 2.3162
H -4.9840 11.4909 2.3333
H -3.6790 10.4731 0.4544
H -4.8569 8.1037 -0.1233
H -6.9492 7.8730 1.5919
H -6.9201 10.1107 3.1127
*
```

Atom charges from the Mulliken analysis, given in e for atoms 1 to 8:
1. O -0.6851
2. P 0.9643
3. O -0.3184
4. O -0.5711
5. P -0.1488
6. C 0.5642
7. C -0.6813
8. C -0.9148

=====

Density functional theory data (wB97M-V/def2-TZVPD) for a molecular structure, C44H51F6N6O4PPb.

The calculation puts the HOMO energy at -7.24 eV. As for the electronic energy: -3470.13384 a.u. The largest force on an atom comes out at 0.412 eV Å⁻¹.

The geometry in ORCA input format:
```
! RIJCOSX wB97M-V def2-TZVPD def2/J DEFGRID3
* xyz 0 1
Pb 0.2734 -0.5049 -0.4114
C 2.9915 -1.6514 -4.2708
N 3.9525 -1.0084 -3.3883
C 5.1573 -1.7577 -3.0851
C 3.7709 0.2025 -2.8165
O 4.5938 0.7175 -2.0699
C 2.4647 0.9533 -3.0762
O 1.7812 1.1962 -1.8697
C 2.3575 2.0757 -0.9150
C 3.1251 1.2498 0.1166
O 2.6896 0.1247 0.3915
N 4.2157 1.7485 0.7008
C 4.9319 0.9504 1.6763
C 4.8243 3.0227 0.3804
H 3.5066 -2.4457 -4.8083
H 2.5946 -0.9633 -5.0148
H 2.1656 -2.1011 -3.7127
H 5.7627 -1.8948 -3.9842
H 4.8911 -2.7384 -2.6860
H 5.7321 -1.2114 -2.3445
H 1.7531 0.3999 -3.6818
H 2.7122 1.8883 -3.5937
H 1.5206 2.5540 -0.3891
H 2.9636 2.8270 -1.4133
H 4.4956 -0.0417 1.7201
H 4.8758 1.4194 2.6613
H 5.9807 0.8738 1.3814
H 4.1248 3.6938 -0.1037
H 5.6956 2.8786 -0.2631
H 5.1387 3.5036 1.3079
N -1.8014 -2.2275 -0.0827
C -2.5900 -1.7454 1.0369
C -3.9945 -2.3672 1.3423
C -4.1532 -3.1973 2.5673
C -3.2759 -3.1258 3.5626
C -2.0441 -2.3386 3.4548
C -1.1369 -2.2768 4.5082
C 0.0877 -1.6589 4.3357
C 0.3921 -1.1540 3.0828
N -0.4710 -1.2049 2.0731
C -1.6797 -1.7297 2.2496
H -2.3407 -2.2575 -0.9400
H -1.3457 -3.1228 0.0610
H -4.3589 -2.8982 0.4599
H -5.0263 -3.8331 2.6571
H -3.4182 -3.6981 4.4720
H -1.3914 -2.7399 5.4545
H 0.8059 -1.5917 5.1406
H 1.3524 -0.6977 2.8672
N -2.8333 1.4626 -1.6566
P -1.8070 1.8843 -0.2310
C -2.4680 3.5878 -0.1569
C -3.7900 3.9152 0.1294
C -4.2184 5.2333 0.0619
C -3.3287 6.2358 -0.2968
C -2.0089 5.9176 -0.5823
C -1.5813 4.6009 -0.5084
C -2.8455 0.9554 0.9777
C -3.3396 -0.4233 0.6426
C -4.6015 -0.9283 1.3761
C -4.7512 -0.3296 2.7392
C -4.0825 0.7681 3.0907
C -3.2043 1.4781 2.1520
C -2.4619 0.7008 -2.7163
C -3.2195 0.7280 -3.9136
C -2.8409 -0.0553 -4.9696
C -1.7162 -0.8804 -4.8541
C -1.0395 -0.8538 -3.6588
N -1.3840 -0.0899 -2.6103
H -3.6487 2.0346 -1.8254
H -4.4873 3.1391 0.4248
H -5.2465 5.4783 0.2968
H -3.6609 7.2651 -0.3411
H -1.3051 6.6976 -0.8424
H -0.5429 4.3518 -0.6864
H -3.5010 -0.4895 -0.4356
H -5.5392 -0.8416 0.8190
H -5.4473 -0.7928 3.4285
H -4.2278 1.1991 4.0742
H -2.8829 2.4777 2.4114
H -4.0807 1.3803 -3.9805
H -3.4131 -0.0322 -5.8887
H -1.3913 -1.5223 -5.6596
H -0.1748 -1.4909 -3.4959
C -0.5802 2.3764 3.9535
C 0.0769 3.0100 2.7108
O -0.2840 2.4696 1.5306
C 1.6078 2.8318 2.8960
F 2.3318 3.3782 1.8987
F 2.1055 3.3381 4.0436
F 1.9104 1.5178 2.9126
C -0.2489 4.5280 2.7373
F 0.3344 5.2106 1.7435
F -1.5779 4.7147 2.6113
F 0.1089 5.1453 3.8856
H -0.4284 1.3004 3.9032
H -1.6499 2.5693 3.9462
H -0.1662 2.7592 4.8870
C 2.9127 -5.4364 -0.3557
C 1.8581 -5.1356 -1.4290
C 2.4647 -5.3704 -2.8189
C 0.6520 -6.0637 -1.2367
C 1.4320 -3.7304 -1.3134
C 1.1267 -2.5532 -1.2380
H 3.2262 -6.4812 -0.4195
H 2.5108 -5.2533 0.6413
H 3.7877 -4.7999 -0.4894
H 2.7952 -6.4074 -2.9136
H 3.3228 -4.7160 -2.9776
H 1.7309 -5.1672 -3.6001
H 0.9582 -7.1068 -1.3435
H -0.1198 -5.8518 -1.9779
H 0.2199 -5.9338 -0.2431
*
```

Atom charges from the Mulliken analysis, given in e for atoms 1 to 8:
1. Pb 2.2433
2. C -1.0677
3. N 0.1546
4. C -1.0304
5. C 0.7135
6. O -0.7172
7. C -0.6751
8. O -0.2469

=====

Density functional theory data (wB97M-V/def2-TZVPD) for a molecular structure, C44H51NOsP2Si.

The calculation puts the HOMO energy (alpha / beta) at -12.35 / -12.87 eV. As for the electronic energy: -2823.95125 a.u. The largest force on an atom comes out at 7.914 eV Å⁻¹.

The geometry in ORCA input format:
```
! RIJCOSX wB97M-V def2-TZVPD def2/J DEFGRID3
* xyz 2 5
Os -0.5781 0.0878 -0.2324
C 3.5857 -1.2480 0.5422
C 2.8508 -1.3939 -0.5686
C 2.1715 -2.6466 -1.0284
C 0.8918 -3.1951 -0.3468
C 0.1678 -2.2300 0.4999
C 0.8355 -1.8428 1.6540
C 2.0297 -2.5120 2.1515
C 3.4771 -2.0650 1.7662
C -1.3740 1.2882 1.0447
H 4.4600 -0.6013 0.4470
H 2.8814 -0.6537 -1.3624
H 2.9351 -3.4474 -0.9930
H 1.9125 -2.5116 -2.1013
H 0.2370 -3.6328 -1.0725
H 1.2113 -4.0006 0.3295
H -0.9366 -2.3852 0.6545
H 0.1335 -1.3354 2.3364
H 1.9683 -3.5764 1.9653
H 1.9038 -2.4298 3.2331
H 3.8925 -1.4123 2.5562
H 4.1508 -2.9548 1.7285
H -0.6961 2.0849 1.3746
H -1.8046 0.6711 1.8266
H -2.0886 1.6826 0.3392
P -0.0255 0.9923 -2.0984
P -2.4661 -0.5810 -0.9367
C -0.1423 -0.9004 -2.1323
C -1.3913 -1.5480 -2.0383
C -0.8909 1.5759 -3.4738
C -0.9339 0.6433 -4.5138
C -1.4740 1.0656 -5.7042
C -1.9140 2.3910 -5.8182
C -1.8228 3.3066 -4.7591
C -1.2863 2.9284 -3.5439
C 1.6524 1.4553 -2.2761
C 2.2349 2.0496 -1.1617
C 3.2984 2.9269 -1.4284
C 3.9128 2.8860 -2.6782
C 3.4054 2.1050 -3.7249
C 2.2307 1.3958 -3.5512
C -4.0779 -0.5084 -2.0304
C -4.0794 0.2378 -3.2293
C -5.1108 0.1159 -4.1830
C -6.2069 -0.7313 -3.9217
C -6.2679 -1.4382 -2.7045
C -5.2229 -1.2922 -1.7724
C -3.1452 -1.8122 0.2638
C -3.6517 -1.3839 1.4962
C -3.9569 -2.3577 2.4369
C -3.7472 -3.7042 2.1435
C -3.3299 -4.1208 0.8713
C -3.1151 -3.1595 -0.1065
H 0.6018 -1.2124 -2.8527
H -1.6844 -2.5133 -2.4114
H -0.5583 -0.3780 -4.4248
H -1.5457 0.3484 -6.5106
H -2.3257 2.7124 -6.7817
H -2.1672 4.3269 -4.8897
H -1.1331 3.6216 -2.7121
H 1.8130 1.7343 -0.1835
H 3.6985 3.6088 -0.6827
H 4.8500 3.4439 -2.8149
H 3.9166 2.0661 -4.6878
H 1.7259 0.7919 -4.3115
H -3.2500 0.9261 -3.4309
H -5.0885 0.6810 -5.1359
H -7.0400 -0.8231 -4.6406
H -7.1196 -2.0906 -2.4706
H -5.3226 -1.8272 -0.8259
H -3.7903 -0.3192 1.6807
H -4.2996 -2.0405 3.4178
H -3.8609 -4.4523 2.9213
H -3.1644 -5.1681 0.6419
H -2.9257 -3.4475 -1.1483
C 4.3007 1.9545 1.4222
Si 2.9914 1.8067 2.7177
C 3.9543 0.8676 4.0060
C 2.5088 3.4550 3.4365
N 1.4550 1.0560 2.2394
C 0.7982 0.8624 3.4333
C 1.2049 -0.1711 4.3575
C 0.8272 -0.1595 5.6910
C -0.0282 0.8562 6.1787
C -0.4868 1.8625 5.3028
C -0.1667 1.8087 3.9476
H 4.5136 3.0084 1.2910
H 3.8192 1.5730 0.5257
H 5.2192 1.3810 1.5987
H 4.9925 1.2398 3.9812
H 3.5121 0.9730 5.0121
H 3.9850 -0.1896 3.7223
H 1.6467 3.9345 2.9588
H 2.2769 3.2581 4.4863
H 3.4109 4.0624 3.3378
H 1.9170 -0.9092 3.9461
H 1.2324 -0.9492 6.3296
H -0.2735 0.8900 7.2532
H -1.0687 2.7208 5.6679
H -0.5659 2.5413 3.2423
*
```

Atom charges from the Mulliken analysis, given in e for atoms 1 to 8:
1. Os 3.1271
2. C -0.7891
3. C -0.0301
4. C -1.2731
5. C -1.2816
6. C 0.7658
7. C 0.0138
8. C -3.0129